Molecular formula: C5H12N3O
Method: DFT, wB97M-V/def2-TZVPD

Computed properties:
electronic energy = -436.775960 Ha
Kohn-Sham gap (alpha / beta) = 6.87 / 9.26 eV
charge = +1

Structure (XYZ):
```
21
Properties=species:S:1:pos:R:3:forces:R:3:mulliken_charge:R:1
C -1.813635 -1.449922 0.083577 -2.3500 -1.4495 0.3309 0.6665
C -2.527408 -2.711032 -0.347173 -0.7574 0.1959 3.0176 -0.8971
C 1.928948 1.556467 -0.982007 0.8703 0.8360 0.7279 -0.9296
C -0.397407 1.874519 -0.912454 -3.4898 0.2748 -2.3151 -0.0866
C 1.519090 0.444392 1.658708 0.8839 0.5671 0.2097 -0.7815
N -0.698178 -1.291242 -0.382128 2.5533 1.4958 -0.2358 -0.4716
N 0.625869 1.394391 -0.319729 0.0825 0.0008 0.7261 0.4178
N 0.411613 0.850426 0.904937 -1.0586 -0.0493 -1.1453 -0.3173
O -2.575513 -0.753494 0.960670 -0.5939 -0.8271 -0.9150 -0.4622
H -2.497610 -3.326586 0.655286 -0.6159 0.8854 -2.1022 0.2476
H -1.996074 -3.219521 -1.090862 0.6286 -0.7390 -1.1032 0.3332
H -3.526337 -2.383162 -0.668205 0.1413 -0.6320 0.2530 0.2922
H 2.652117 1.759920 -0.178746 -0.0136 -0.1834 -0.7249 0.4064
H 2.182605 0.734850 -1.616434 0.0955 -1.0284 0.1762 0.3423
H 1.903111 2.400309 -1.664069 -0.2780 0.2893 0.3024 0.3681
H -2.075933 -0.188161 1.510948 1.1692 1.2209 0.8611 0.3433
H -0.353326 2.290409 -1.937605 0.8226 -0.1303 0.8294 0.2357
H -1.498318 1.762226 -0.661714 1.8284 -0.1140 0.8469 0.2999
H 1.510910 1.145131 2.503044 0.5590 0.1681 0.0019 0.3331
H 2.462447 0.339455 1.147770 0.3688 0.4066 -0.0873 0.3609
H 1.387679 -0.489653 2.137877 -0.8460 -1.1879 0.3456 0.2989
```
Positions in Å, forces in eV/Å.

Molecular formula: C5H12N3O
Method: DFT, wB97M-V/def2-TZVPD

Computed properties:
electronic energy = -436.764400 Ha
Kohn-Sham gap (alpha / beta) = 6.90 / 6.90 eV
charge = +1

Structure (XYZ):
```
21
Properties=species:S:1:pos:R:3:forces:R:3:mulliken_charge:R:1
C 1.489105 0.469467 1.318805 1.9331 -2.1435 -2.7009 -0.4348
C 0.391085 1.158336 0.559817 0.6333 2.7854 0.2208 -0.5546
C 0.108349 -1.125703 0.126324 -2.2032 -1.3859 0.4930 -0.6356
C 0.528481 0.298538 -1.822973 1.2454 3.7371 2.4574 -0.8994
C -1.654794 0.597174 -0.688940 0.9297 0.1858 2.7924 -0.8847
N -1.955869 -1.888237 1.096342 1.5541 -0.8508 0.1461 0.1906
N 1.192835 -0.925902 0.984033 -1.5122 -1.8471 -1.4472 -0.1530
N -0.180487 0.239463 -0.475998 -0.1422 -1.5962 -1.2888 0.3495
O -1.749464 -2.940672 1.539055 -0.1055 1.6275 -0.6934 -0.2062
H 2.525837 0.632750 0.897683 -1.0724 0.3979 0.6081 0.2386
H 1.515439 0.512912 2.362158 -0.2515 1.0011 1.5698 0.3833
H -0.368120 1.354578 1.275554 -1.0245 -0.0892 0.4285 0.3251
H 0.664265 2.218072 0.208707 -0.2899 -1.8630 -0.1803 0.3607
H -0.029352 -2.137735 -0.507515 0.7645 2.7724 1.0755 0.3979
H 0.008418 0.155472 -2.681814 -2.4978 -1.5249 -1.9456 0.4337
H 0.727165 1.399997 -1.968193 0.6732 -1.0684 0.3476 0.3683
H 1.377430 -0.319217 -1.769341 1.2389 -0.3875 -0.0384 0.3266
H -2.242317 -0.202281 -1.072487 -0.0280 -0.7708 -0.5113 0.3412
H -1.991847 0.793680 0.382299 -0.1159 0.0985 -1.8372 0.3438
H -1.622859 1.445148 -1.350377 -0.4176 0.4627 0.0389 0.4269
H 1.266700 -1.735841 1.586863 0.6887 0.4590 0.4649 0.2820
```
Positions in Å, forces in eV/Å.

Molecular formula: C5H12N3O2
Method: DFT, wB97M-V/def2-TZVPD

Computed properties:
electronic energy = -512.049124 Ha
Kohn-Sham gap = 8.10 eV
charge = +1

Structure (XYZ):
```
22
Properties=species:S:1:pos:R:3:forces:R:3:mulliken_charge:R:1
C 0.215601 -0.542965 -1.930081 1.1648 -1.2405 0.1858 -0.5461
C 0.324452 -1.887173 0.127444 3.2628 2.5267 -1.4275 -0.7882
C 1.783717 -0.763499 -2.076491 -1.4865 3.2850 0.5745 -0.4821
C 1.859854 -1.893932 -0.072927 0.1692 -1.8677 0.8407 -0.3609
C -2.251137 3.221023 2.622463 -1.1672 1.4544 -4.3802 -0.0971
N -0.121213 -0.658307 -0.492010 -0.8739 1.4393 -0.6372 0.6214
N -1.929391 2.674559 1.508083 -1.0429 -2.7711 1.1958 -0.2013
N -0.795193 0.274065 0.069195 0.7519 0.2319 -0.2403 -0.3480
O -0.959855 0.181974 1.304691 -0.5114 0.0427 0.2776 -0.6239
O 2.058238 -1.985930 -1.522241 1.6596 0.4341 1.8552 -0.3529
H 0.032752 0.374147 -2.490441 -0.9640 0.0666 0.7946 0.4233
H -0.355268 -1.441919 -2.238970 0.6527 0.6689 -1.2248 0.3004
H -0.123859 -2.717387 -0.238898 -1.3041 -2.4265 -2.0902 0.3632
H 0.030716 -1.893668 1.077548 -0.7556 0.4369 4.2031 0.4948
H 2.020897 -0.609862 -3.116404 0.1594 -1.0723 -0.5836 0.4162
H 2.353938 0.232073 -1.654706 -1.2009 -2.4981 -0.0942 0.2663
H 2.297798 -0.954584 0.494587 -0.4086 -1.8607 -1.5919 0.2863
H 2.272320 -2.911215 0.346952 -0.5502 2.2352 -0.6823 0.3261
H -2.968854 4.027286 2.626501 -0.0507 0.1576 0.3358 0.2686
H -1.584810 1.611991 1.602365 1.0552 0.7986 -0.5366 0.4131
H -1.687281 2.933512 3.396160 1.5919 -1.0153 3.3607 0.3051
H -2.473422 2.729811 0.657180 -0.1515 0.9746 -0.1351 0.3158
```
Positions in Å, forces in eV/Å.

Molecular formula: C5H12N3S
Method: DFT, wB97M-V/def2-TZVPD

Computed properties:
electronic energy = -759.765642 Ha
Kohn-Sham gap = 9.99 eV
charge = +1

Structure (XYZ):
```
21
Properties=species:S:1:pos:R:3:forces:R:3:mulliken_charge:R:1
C 1.742455 -0.734482 0.004261 2.4304 1.3723 1.1654 -0.0632
C -0.759805 0.035624 -0.015031 0.4624 -0.1787 0.6358 0.2079
C -3.141286 0.438968 -0.313975 1.3718 -2.2557 3.3954 -1.3514
C 3.729621 0.868640 -0.210007 -1.8752 -2.2067 -1.1481 -0.7841
C -1.948675 -0.436924 -0.790835 0.4358 5.5315 -2.2253 -0.2393
N 0.306018 -0.842590 0.068003 0.4351 -1.3332 -0.7361 -0.0667
N 2.332598 0.348053 -0.253452 -1.8015 0.6827 0.7846 -0.3272
N -0.479776 -0.730565 1.288719 -0.2969 -2.6640 -0.8226 -0.1743
S -0.492372 1.774249 0.358566 0.7671 0.3048 -0.1858 -0.1273
H 2.274954 -1.648038 0.319751 -0.5964 -0.0100 -0.1294 0.3979
H -3.974587 0.157194 -0.814755 -2.6354 -0.5382 -1.7668 0.4271
H -2.994464 1.464086 -0.343807 0.3469 1.9269 -0.4377 0.4411
H -3.419999 0.209785 0.810847 0.8088 0.2506 -1.9736 0.2796
H 4.245864 0.375918 0.581130 0.7042 -0.3205 0.5620 0.3632
H 4.057901 0.474304 -1.183854 0.8289 0.9532 0.2773 0.3303
H 3.704421 1.944342 -0.061262 0.0465 -0.1158 -0.4536 0.2454
H -1.603576 -0.153542 -1.910535 -1.0874 -0.5841 2.2828 0.2104
H -2.250714 -1.416732 -0.810485 0.1747 -2.6298 0.4623 0.4384
H -0.084899 -0.146995 1.988034 0.2466 0.4611 1.1028 0.3120
H -0.969042 -1.631145 1.538734 0.6778 1.3327 -0.1307 0.3297
H 0.874882 1.622346 0.682414 -1.4441 0.0209 -0.6589 0.1505
```
Positions in Å, forces in eV/Å.

Molecular formula: C5H12N4
Method: DFT, wB97M-V/def2-TZVPD

Computed properties:
electronic energy = -416.622400 Ha
Kohn-Sham gap = 7.35 eV

Structure (XYZ):
```
21
Properties=species:S:1:pos:R:3:forces:R:3:mulliken_charge:R:1
C -0.897494 0.322596 1.079977 -0.0952 -0.6042 -0.6421 -0.6890
C -0.501488 -0.695738 2.143492 -0.0581 -0.1492 0.0115 -1.3133
C 0.897227 0.425334 -0.802669 -1.6455 -0.2006 1.4314 -0.4054
C -0.511362 -0.062017 -0.439468 -0.0616 0.3263 1.5090 1.3281
C 1.467828 1.415331 -0.156713 -2.0581 -2.5798 -1.8067 0.2658
N 1.638131 -0.221013 -1.798469 1.0130 -0.2976 -1.1453 -0.6860
N -0.670577 -1.471730 -0.684640 0.5129 -0.8124 0.7350 -0.7805
N -1.499251 0.457616 -1.346062 -0.7470 1.2236 -0.5197 -0.8137
N 2.033331 2.312847 0.354362 2.7289 2.6577 0.6073 -0.5731
H 2.529191 -0.570656 -1.454394 -0.4116 -0.2876 -0.2156 0.1942
H 1.101589 -0.948164 -2.260165 0.2751 0.2725 0.0622 0.2754
H -1.757134 1.397587 -1.054194 0.0577 0.0036 -0.3249 0.2693
H -2.333773 -0.113840 -1.222544 0.0047 0.1979 -0.0035 0.2764
H -0.877263 -1.598212 -1.670734 0.2301 -0.1888 0.1277 0.3145
H 0.181766 -1.959003 -0.424946 -0.2664 -0.2736 -0.1511 0.2659
H 2.971341 2.443527 -0.040386 -0.1451 0.6477 1.1117 0.3046
H -1.990054 0.422239 1.116546 0.1014 -0.1048 -0.1999 0.3047
H -0.531489 1.310813 1.382430 0.2498 -0.0115 -0.4087 0.4388
H -0.979712 -1.664246 1.959322 0.1716 0.1544 -0.0928 0.3334
H 0.581054 -0.837780 2.191657 -0.0281 -0.0037 0.0264 0.2773
H -0.851860 -0.365491 3.127600 0.1717 0.0300 -0.1120 0.4125
```
Positions in Å, forces in eV/Å.

Molecular formula: C5H12N4
Method: DFT, wB97M-V/def2-TZVPD

Computed properties:
electronic energy = -416.369332 Ha
Kohn-Sham gap = 9.37 eV

Structure (XYZ):
```
21
Properties=species:S:1:pos:R:3:forces:R:3:mulliken_charge:R:1
C -2.384056 0.860826 -0.477496 -0.7837 -0.3312 1.0462 -0.7368
C -1.202424 1.737964 -0.182038 2.3522 1.5963 2.6716 -0.0191
C 0.585358 -0.848750 0.788249 -0.5583 0.1501 -0.3089 0.1445
C 1.032686 -0.871100 -0.681758 0.1970 -1.4593 -1.2508 0.5584
C 2.105381 0.154645 -1.027683 1.3503 3.3039 0.9592 -1.1927
H -3.118198 1.398214 -1.811084 2.2050 -1.9506 4.0893 0.2733
H -3.315922 1.195641 0.861962 2.3052 -1.0008 -3.7950 0.2350
H -1.722020 -0.333203 -0.289004 -3.8466 4.1939 -0.6818 0.2324
H -1.153381 2.774039 -0.623304 -0.0082 -1.1731 0.3173 0.3791
H -0.326835 0.084404 2.209980 -0.2621 0.6092 1.2629 0.3415
H 0.401174 -1.474344 2.473037 1.8405 -1.7557 -1.5657 0.2361
H 1.512463 -1.895875 -0.837580 -0.3427 1.2468 0.6324 0.1759
H 2.625250 0.154535 -2.014043 -0.7848 -0.8767 0.4641 0.3667
H 2.927727 -0.028184 -0.257600 -0.8856 0.4029 -0.9799 0.3131
H 1.841592 1.346843 -0.946626 0.1071 -3.1398 0.1999 0.2102
H -0.149504 -1.231938 -2.624902 -0.1251 1.0601 4.7486 0.2700
H -0.995013 -1.309161 -0.826319 2.6969 0.3926 -3.3960 0.3305
N -0.197753 1.548305 0.732625 -4.4624 -2.2102 -2.9120 -0.4988
N -0.476278 0.088662 1.231837 2.7027 0.6343 -2.2562 -0.3144
N 0.966892 -1.792199 1.561195 -1.9867 2.0341 2.0611 -0.6815
N -0.199862 -0.827980 -1.501394 -1.7108 -1.7267 -1.3062 -0.6233
```
Positions in Å, forces in eV/Å.

Molecular formula: C5H12N4
Method: DFT, wB97M-V/def2-TZVPD

Computed properties:
electronic energy = -415.976157 Ha
Kohn-Sham gap = 8.28 eV
charge = +2

Structure (XYZ):
```
21
Properties=species:S:1:pos:R:3:forces:R:3:mulliken_charge:R:1
C -0.946931 0.103497 2.003648 -0.1734 1.2990 -1.4232 -0.1799
C -0.623996 -0.115857 3.307086 1.3387 -0.2505 0.6362 0.2000
C -0.176540 -0.559107 0.965518 -1.5547 2.5710 0.4917 -0.1059
C -1.150102 -0.160426 -1.299308 -0.6778 -1.0919 -1.5589 0.5242
C -1.318424 0.433335 4.470729 0.9215 -1.3101 0.7789 -1.1405
N -0.483093 -0.365695 -0.301944 0.9161 -0.3694 0.9833 -0.2511
N -1.679627 -0.262514 -2.356133 0.0759 1.1058 -0.7013 -0.3467
N 1.281341 0.218303 -2.883939 1.2043 -0.3383 0.3647 -0.4278
N 2.307675 -0.243368 -3.803702 1.7873 1.1463 2.0209 -0.3384
H -1.661753 1.006349 1.734418 1.0764 -2.4995 0.3043 0.2360
H 0.297195 -0.669325 3.481029 -0.2362 -0.4672 0.0834 0.3303
H 0.785112 -1.043099 1.134179 -0.3989 -0.4003 0.3429 0.3881
H -2.069984 1.020234 4.051474 -1.3729 1.6233 0.3037 0.3448
H -1.791370 -0.367821 5.063130 -0.1762 -0.3273 -0.5583 0.3492
H -0.692293 0.803465 5.318664 -0.1114 0.4432 -1.1555 0.3605
H -1.845693 -0.001361 -3.350202 -0.1888 -0.3963 1.7851 0.3330
H 0.483410 0.419308 -3.441288 -0.6052 0.7067 -0.1798 0.2332
H 1.635088 0.985900 -2.296271 -0.3249 -0.2442 -0.7508 0.2938
H 3.074267 -0.649358 -3.134663 -0.9785 1.3130 -1.8208 0.4045
H 1.918906 -1.104585 -4.167492 0.0062 -0.0440 -1.2359 0.3739
H 2.656809 0.552125 -4.494935 -0.5275 -2.4694 1.2895 0.4189
```
Positions in Å, forces in eV/Å.

Molecular formula: C5H12N4O
Method: DFT, wB97M-V/def2-TZVPD

Computed properties:
electronic energy = -491.341762 Ha
Kohn-Sham gap = 10.73 eV
charge = +2

Structure (XYZ):
```
22
Properties=species:S:1:pos:R:3:forces:R:3:mulliken_charge:R:1
C -0.002251 1.116927 0.582889 0.3919 -2.1071 1.3823 1.0030
C -0.697524 1.062021 -1.867433 1.2169 -1.4146 -0.0584 0.3799
C 0.314836 1.603147 -0.805229 -2.9179 -0.7896 0.2524 -1.1150
C -0.395202 -1.005142 -0.589029 -1.3065 -1.8726 3.9830 -0.4409
C -0.217065 -1.009156 2.008726 -0.9374 0.1105 -0.5251 -0.9573
N -0.910715 -0.362471 -1.664388 -1.6240 2.1072 -1.7294 -0.2282
N -0.214523 -0.229365 0.733276 0.3114 1.6795 -1.9648 -0.1390
N 0.068240 1.972388 1.601767 -0.4213 -2.6880 -1.0361 -0.3182
N 0.997422 -1.657320 -0.898293 -1.3483 -3.1362 1.9478 -0.2182
O -1.158037 1.645078 -2.789448 0.1068 -0.0609 0.8964 -0.3928
H 0.110378 2.618772 -0.824343 0.1155 2.2537 -0.1127 0.5090
H 1.314979 1.417147 -1.055615 1.5372 -0.3706 -0.4809 0.4231
H -1.114189 -1.813925 -0.232363 1.2383 0.6077 -0.9238 0.4231
H -0.785300 -1.955873 1.760653 0.6133 1.1115 0.9435 0.2976
H 0.790425 -1.195278 2.351162 0.4457 -0.3893 -0.2137 0.4092
H -0.653185 -0.412666 2.834650 -0.3861 -0.5674 -0.6536 0.4192
H -1.841806 -0.626061 -2.074504 1.3198 -0.2388 0.6105 0.3488
H 0.494883 2.801124 1.284495 0.2807 1.7319 0.6914 0.2748
H -0.028042 1.680469 2.586575 0.1970 0.6461 -0.7788 0.2376
H 0.988066 -2.691742 -1.130278 -0.8115 0.9831 0.0623 0.3870
H 1.624941 -1.692062 -0.089471 0.3478 0.8707 -0.2623 0.3653
H 1.313670 -1.266012 -1.723798 1.6306 1.5334 -2.0299 0.3321
```
Positions in Å, forces in eV/Å.